Here is 18 unconnected molecules or ions with the total composition C84H216N12O30 in a non-equilibrium geometry from OMol25. Energies are from ωB97M-V with the def2-TZVPD basis set.

The geometry in XYZ format:
```
342
Properties=species:S:1:pos:R:3:forces:R:3:mulliken_charge:R:1
C -1.58338 -2.69558 5.14855 -0.6 0.4 0.7 -0.112
O -1.57770 -2.02612 6.41389 0.9 -0.3 -0.6 -0.471
C -0.34427 -1.30869 6.57288 -1.0 -1.0 -2.0 0.150
C -0.43791 -0.42024 7.72063 0.1 0.8 1.5 -0.191
N 0.89695 0.13295 7.89460 0.4 1.0 0.0 -0.338
C 0.95217 1.18154 8.92824 0.1 -0.8 0.1 -0.402
C 2.41933 1.47512 9.20659 -0.1 -0.6 -0.8 -0.030
O 2.56145 2.52509 10.10817 0.0 0.6 0.3 -0.342
C 3.92481 2.77292 10.37401 -0.2 0.0 0.3 -0.546
H -0.81236 -3.48597 5.06992 -0.6 0.1 0.2 0.457
H -1.44377 -1.99648 4.33187 0.5 0.5 -0.3 -0.171
H -2.61996 -2.99994 5.01329 0.2 -0.8 0.1 0.167
H -0.24450 -0.72852 5.63280 0.4 0.0 0.3 -0.331
H 0.52423 -1.97866 6.67961 -0.3 0.0 -0.1 0.477
H -0.72506 -1.01923 8.61615 0.2 0.5 -0.4 0.470
H -1.18703 0.37436 7.56780 0.0 -0.2 0.0 -0.297
H 1.22805 0.52709 6.98978 -0.4 -0.3 0.8 0.254
H 0.48794 0.76842 9.83000 0.0 0.1 0.0 0.513
H 0.38096 2.08450 8.66595 0.2 0.0 0.0 -0.098
H 2.87022 1.68506 8.21605 0.2 0.3 0.2 -0.074
H 2.95857 0.57064 9.55880 -0.4 0.2 0.0 0.332
H 4.36720 1.81946 10.66399 0.5 0.0 0.1 0.316
H 4.04832 3.50165 11.19420 -0.3 -0.3 -0.4 0.248
H 4.41673 3.15129 9.47610 0.2 0.0 -0.1 0.126
C -8.73242 -0.53870 1.04472 0.2 0.7 0.0 -0.941
O -7.63241 -1.07057 1.71469 0.8 0.4 -0.3 -0.114
C -7.85317 -2.34334 2.23152 -0.1 -0.1 0.9 -0.922
C -6.67477 -2.66178 3.15904 -0.3 -0.5 -1.8 0.559
N -6.58255 -1.79925 4.28844 0.3 0.6 0.5 -0.480
C -5.29572 -1.96205 4.96935 -1.0 0.2 0.1 0.347
C -4.95986 -0.75376 5.81891 -0.8 -0.6 0.6 -0.692
O -4.69456 0.40281 5.09913 0.0 0.1 -0.7 -0.497
C -3.40134 0.46999 4.54464 -0.5 0.6 -0.8 1.073
H -9.48058 -0.17934 1.74882 -0.4 -0.2 0.2 0.350
H -9.16450 -1.24848 0.34853 -0.2 -0.2 -0.2 0.370
H -8.36046 0.33069 0.50965 -0.1 0.0 -0.3 0.187
H -7.95836 -3.09133 1.44798 0.3 -0.2 -0.4 0.423
H -8.82958 -2.31903 2.72270 0.0 -0.3 0.6 0.480
H -5.77809 -2.58592 2.51077 0.0 0.1 0.0 -0.652
H -6.70156 -3.73280 3.38518 -0.2 0.1 0.6 0.331
H -6.66501 -0.81894 3.99773 0.0 -0.5 -0.1 0.392
H -4.49168 -2.19620 4.27156 0.3 0.1 -0.3 -0.510
H -5.38569 -2.81740 5.62957 0.1 -0.3 0.3 0.297
H -4.13589 -1.05733 6.45018 0.5 0.2 0.4 0.345
H -5.82174 -0.48673 6.45403 0.2 -0.4 -0.1 0.382
H -2.70014 0.64384 5.33638 0.8 0.0 0.4 -0.656
H -3.46156 1.35391 3.90420 0.4 -0.1 0.0 -0.019
H -3.08244 -0.38035 3.91324 -0.4 0.1 0.3 -0.060
C 1.13703 11.94691 -4.57509 -0.5 0.1 1.2 -0.745
O 0.48513 11.63637 -3.34185 0.2 0.7 -0.6 -0.352
C 0.70866 10.35020 -2.85020 0.9 0.2 -0.3 -0.372
C -0.05443 10.28245 -1.56622 -0.5 -0.3 0.2 -0.681
N 0.20342 8.99963 -0.95274 0.3 -0.5 0.4 0.082
C -0.49557 8.85737 0.32784 0.8 0.7 0.7 -1.277
C -0.58584 7.40826 0.78802 -0.1 1.1 0.0 1.541
O -1.08152 7.35386 2.13838 0.7 -0.8 -1.1 -0.615
C -1.03807 5.97622 2.51610 -0.5 0.0 -1.0 0.907
H 0.78443 11.25499 -5.34091 0.2 0.1 -0.3 0.286
H 2.22409 11.93794 -4.45490 0.0 -0.3 -0.1 0.307
H 0.83734 12.97537 -4.76623 0.0 -0.1 -0.4 0.245
H 1.79635 10.19619 -2.63555 -0.4 0.0 -0.2 0.568
H 0.40601 9.59535 -3.59417 0.0 0.0 0.3 0.103
H -1.13138 10.31372 -1.78578 0.3 0.3 0.2 0.187
H 0.26066 11.13321 -0.92318 -0.3 -0.2 -0.3 0.306
H 1.22003 8.94843 -0.81650 -0.5 -0.3 0.2 0.206
H -1.47488 9.31820 0.23276 -0.3 -0.2 -0.2 0.468
H 0.00873 9.47508 1.11336 -0.2 -0.5 -0.2 0.470
H 0.40141 6.96175 0.75310 0.5 -0.2 0.0 -0.524
H -1.18742 6.87137 0.04175 -0.2 -0.2 0.6 -0.657
H -1.69093 5.44694 1.79385 0.1 -0.2 0.5 -0.408
H -1.44784 5.90464 3.50935 0.1 -0.2 0.4 0.087
H -0.03665 5.49296 2.41662 -0.4 0.6 0.4 -0.259
C -7.90619 -1.18378 -3.13297 -0.7 0.3 0.1 -0.837
O -7.02003 -0.23398 -2.55654 0.8 0.2 -1.7 0.046
C -6.43145 0.63123 -3.59970 -1.3 0.2 1.6 -0.631
C -5.62082 1.71818 -2.90091 -0.6 -0.7 -0.3 0.576
N -4.93295 2.47987 -3.90920 0.7 0.9 0.2 -0.309
C -4.12890 3.55761 -3.32607 0.4 0.1 0.4 -1.315
C -3.02502 3.05798 -2.31890 -1.6 1.3 -0.2 0.456
O -2.34547 2.11239 -3.04504 1.3 -1.6 -0.7 -0.482
C -1.59205 1.10123 -2.36909 0.1 0.9 0.3 1.149
H -7.47401 -1.96096 -3.78307 0.5 0.5 -0.1 0.278
H -8.70289 -0.64363 -3.70428 0.4 -0.5 0.4 0.323
H -8.34446 -1.75218 -2.30988 -0.2 0.3 0.0 0.189
H -7.25371 1.10564 -4.15861 0.1 -0.1 0.1 0.503
H -5.83224 0.08943 -4.30748 0.4 -0.6 -0.2 -0.120
H -4.98966 1.24982 -2.13345 0.1 0.1 -0.1 -0.542
H -6.32631 2.37817 -2.40399 0.0 0.1 0.3 0.279
H -4.23884 1.90620 -4.37281 -0.1 -0.3 -0.1 0.422
H -4.72625 4.37971 -2.89075 0.0 -0.6 0.1 0.279
H -3.55917 4.03425 -4.13351 -0.1 -0.2 0.0 0.362
H -3.43435 2.66519 -1.36625 0.1 0.1 -0.3 -0.013
H -2.47818 3.98595 -2.11785 0.5 -0.3 0.4 0.101
H -0.59947 1.46752 -2.03959 -0.5 0.1 0.3 -0.091
H -1.35257 0.29537 -3.05404 -0.5 -0.1 -0.3 -0.687
H -2.18124 0.73273 -1.51921 0.3 -0.1 0.0 -0.216
C 0.83167 4.41642 -1.03332 0.8 0.3 -0.9 -0.341
O 2.09316 4.84740 -0.52290 -0.6 -0.5 1.1 -0.615
C 2.50836 3.83547 0.38600 -0.4 0.2 0.4 0.998
C 3.66935 4.26082 1.23190 0.9 -1.0 0.4 -0.644
N 3.29710 5.19195 2.29845 -1.4 -1.0 -2.0 0.379
C 4.33452 5.79419 3.04005 0.0 1.4 1.0 -1.186
C 4.97743 4.93030 4.12391 0.3 -0.6 -1.3 -0.282
O 4.08323 4.86177 5.17663 -1.3 0.5 -0.2 -0.266
C 4.35584 4.09458 6.28413 1.1 -0.7 1.0 -0.896
H 0.13648 4.10653 -0.22591 0.2 0.3 -0.5 0.104
H 1.06842 3.58631 -1.71682 -0.6 -0.3 0.2 0.078
H 0.49214 5.23067 -1.67355 -0.5 0.0 0.3 0.422
H 2.70732 2.92105 -0.17165 0.4 -0.2 -0.1 -0.362
H 1.70389 3.54226 1.08898 -0.1 0.4 -0.3 -0.156
H 4.52184 4.54581 0.57341 -0.3 0.3 0.4 0.312
H 3.96143 3.31817 1.72032 0.3 0.2 -0.1 -0.157
H 2.67424 5.85312 1.83933 0.2 0.3 0.5 -0.068
H 3.85359 6.64661 3.55208 0.3 -0.3 0.2 0.431
H 5.08670 6.29280 2.43486 0.6 -0.3 -0.4 0.535
H 5.90954 5.43338 4.38095 0.3 -0.1 0.4 0.562
H 5.23621 3.90861 3.71496 -0.2 0.7 0.4 0.135
H 4.27582 2.99969 6.15213 0.1 0.2 -0.4 0.301
H 3.64715 4.32480 7.08024 0.0 0.3 -0.1 0.244
H 5.37066 4.31675 6.65607 -0.1 -0.2 0.1 0.406
C -4.21671 5.41841 0.71628 -1.1 0.2 0.7 -0.823
O -3.51769 5.75782 -0.43370 0.1 0.8 -0.6 0.467
C -3.72429 7.10528 -0.85198 0.6 0.1 -0.3 -1.028
C -2.81390 7.30260 -2.07610 -0.5 0.4 0.3 0.212
N -2.92646 8.65399 -2.64196 1.4 -0.6 0.6 -0.161
C -2.39188 8.70271 -3.99840 0.5 -0.4 -0.1 -0.857
C -2.47131 10.08536 -4.65090 -0.1 -1.1 0.7 -0.394
O -3.85317 10.39970 -4.66859 0.1 0.5 -0.8 -0.333
C -4.11482 11.51136 -5.49604 0.7 1.1 0.5 -0.829
H -3.99085 4.37648 0.89366 -0.3 -0.4 0.1 0.028
H -5.32225 5.58362 0.57385 0.8 -0.3 0.2 0.264
H -3.90912 5.96203 1.63447 0.0 0.1 -0.5 0.328
H -3.43938 7.80058 -0.04065 0.0 -0.2 -0.2 0.204
H -4.77712 7.33460 -1.09067 0.1 -0.4 0.0 0.655
H -2.99002 6.53586 -2.82968 -0.6 -0.3 -0.2 0.204
H -1.81744 7.07159 -1.73926 0.7 0.4 0.0 -0.318
H -3.88306 8.92602 -2.60288 -0.7 0.4 -0.4 0.286
H -2.94147 7.96398 -4.60246 0.0 0.2 -0.4 0.546
H -1.32893 8.34253 -4.02200 -0.8 0.4 0.4 0.280
H -2.04097 9.96680 -5.67232 -0.3 0.5 0.4 0.389
H -1.92651 10.82809 -4.03922 0.0 -0.1 -0.4 0.257
H -3.76422 11.41890 -6.51480 0.2 -0.6 -0.4 0.327
H -3.65315 12.45045 -5.13165 0.1 -0.4 0.2 0.292
H -5.15523 11.73233 -5.52464 -1.0 -0.3 0.1 0.291
C 4.38904 -5.82644 -6.43625 0.0 -0.3 -1.5 -0.751
O 5.12982 -4.72792 -6.01205 -0.8 0.4 0.8 -0.320
C 4.89644 -4.50429 -4.60051 -0.1 0.2 -1.5 -0.041
C 5.70534 -3.27644 -4.27457 0.1 -1.4 0.3 -1.119
N 5.22084 -2.09496 -4.94916 0.5 0.8 1.1 0.484
C 6.10432 -0.93411 -4.75198 0.2 0.7 -0.5 -0.589
C 7.47089 -1.00425 -5.44885 0.4 -0.6 0.6 -0.939
O 7.20019 -1.16079 -6.80469 0.9 -0.6 -1.7 -0.314
C 8.16963 -1.91922 -7.57983 -0.5 1.2 0.5 -0.847
H 4.75749 -6.72169 -5.93262 -0.2 -0.3 -0.1 0.341
H 4.50759 -5.88995 -7.52630 0.5 -0.3 0.2 0.268
H 3.29768 -5.75351 -6.37405 -0.1 0.3 0.8 0.202
H 5.19628 -5.41792 -4.09409 0.4 0.0 0.5 0.463
H 3.82712 -4.39206 -4.42175 -0.3 0.3 0.0 -0.234
H 6.71040 -3.60708 -4.57856 0.2 0.5 0.2 0.382
H 5.67109 -3.22754 -3.18104 0.2 0.7 -0.1 0.487
H 5.10307 -2.25000 -5.93736 0.1 -0.2 -0.2 0.251
H 6.26383 -0.65920 -3.69189 -0.3 -0.4 -0.3 0.361
H 5.65589 -0.06538 -5.25130 -0.4 -0.2 0.3 0.057
H 8.05763 -1.87937 -5.10426 0.0 0.4 0.1 0.393
H 8.05154 -0.06537 -5.30887 -0.2 -0.5 0.3 0.424
H 8.21416 -2.93616 -7.26331 -0.4 -1.0 0.2 0.338
H 9.21379 -1.59293 -7.58947 -0.1 0.7 0.6 0.341
H 7.84346 -1.81478 -8.59568 -0.3 -0.3 -0.5 0.262
C 1.75849 -7.07501 0.93817 -0.7 0.4 0.5 -0.463
O 0.60408 -7.63708 0.36079 -0.3 -0.4 0.3 -0.361
C -0.58581 -7.01304 0.79388 0.4 0.8 1.2 0.918
C -1.77402 -7.66818 0.19613 -0.1 -1.9 -0.8 -0.393
N -2.06373 -8.99430 0.85842 -0.1 1.1 -0.2 -0.097
C -1.63134 -10.21823 0.21314 0.7 0.3 -0.5 -0.589
C -1.95576 -11.47989 0.99684 0.0 -0.2 1.1 -0.715
O -1.75144 -11.41223 2.39871 1.4 0.8 0.4 -0.366
C -0.38204 -11.05324 2.74725 -1.0 -1.2 -0.9 -0.349
H 1.86563 -6.02725 0.60781 0.2 -0.1 -0.1 -0.246
H 2.57307 -7.69491 0.58276 0.4 0.2 0.3 0.494
H 1.67110 -7.02602 2.05781 0.3 -0.4 -0.8 0.315
H -0.51336 -5.94918 0.55539 -0.2 0.3 -0.4 -1.083
H -0.70746 -7.02730 1.89768 0.4 -0.3 -0.2 0.730
H -1.49890 -7.83992 -0.85922 -0.3 0.0 0.0 0.180
H -2.65776 -7.02338 0.21692 0.2 -0.2 0.3 -0.001
H -3.04308 -9.03858 1.05380 -0.5 0.0 0.2 0.268
H -0.54141 -10.13670 0.11169 -0.1 -0.1 -0.1 0.297
H -2.02486 -10.37704 -0.81443 0.0 0.2 0.2 0.418
H -1.36186 -12.31816 0.61181 0.0 0.0 -0.3 0.386
H -3.00070 -11.75580 0.98503 -0.4 0.0 -0.6 0.342
H 0.28345 -11.79358 2.26251 0.0 0.0 0.5 0.284
H -0.32568 -11.09224 3.84094 0.2 0.2 -0.4 0.262
H -0.10185 -10.10781 2.29713 -0.1 0.5 0.4 -0.025
C 2.84192 -5.17692 4.49289 -0.2 -0.4 -0.3 -0.748
O 3.35403 -4.12640 3.70703 0.8 0.0 0.0 -0.026
C 4.77486 -4.04812 3.85011 0.1 0.0 1.1 -0.607
C 5.49182 -5.04010 2.92145 0.6 0.2 -0.4 -1.030
N 4.93268 -5.14513 1.57980 0.3 -0.1 0.3 0.240
C 5.09750 -3.91936 0.80378 -0.1 -1.4 0.1 -0.373
C 4.96238 -4.20983 -0.64521 1.6 0.2 -2.0 1.057
O 6.15863 -4.86173 -1.20702 -1.3 -0.9 0.4 -0.515
C 6.04848 -6.30030 -1.25233 -0.4 0.3 1.4 -0.603
H 3.39602 -6.12926 4.41506 -0.2 0.3 -0.4 0.290
H 1.80150 -5.31462 4.20080 0.0 -0.2 0.0 0.119
H 2.88517 -4.91898 5.53223 -0.1 0.3 0.8 0.320
H 5.05513 -4.21101 4.92556 -0.2 -0.3 -0.7 0.441
H 5.09801 -3.01414 3.71683 -0.3 0.0 -0.7 0.262
H 5.48717 -6.05557 3.28792 -0.1 -0.3 0.6 0.454
H 6.57781 -4.76400 2.85581 -0.9 -0.1 0.0 0.422
H 3.96673 -5.45917 1.65625 0.1 0.3 -0.2 -0.102
H 6.13492 -3.67483 0.96265 0.2 1.0 0.2 0.621
H 4.36554 -3.18223 1.08743 0.0 0.8 0.2 0.101
H 4.91231 -3.33793 -1.30253 -0.1 0.6 0.7 -0.196
H 4.04798 -4.71562 -0.88591 -0.5 -1.0 0.0 -0.551
H 5.99720 -6.70430 -0.20021 -0.1 0.3 -1.1 0.197
H 6.88972 -6.72596 -1.75771 0.9 0.1 -0.2 0.327
H 5.20195 -6.64248 -1.85355 -0.4 0.2 0.2 0.114
C 2.81872 -1.19780 -2.79437 0.5 -0.6 1.3 0.109
O 1.63755 -1.32662 -1.97206 0.8 1.0 -1.5 0.659
C 1.58864 -2.55783 -1.34108 -1.4 -0.4 0.1 0.604
C 0.09195 -2.73989 -0.90621 0.4 -0.9 0.2 -0.735
N -0.54376 -1.59044 -0.25359 0.3 -0.2 -0.8 1.662
C 0.11650 -1.26258 0.97778 0.7 1.2 0.6 -1.096
C -0.68617 -0.20390 1.75657 -0.8 -1.0 -0.6 0.966
O -0.70139 1.03158 1.05745 -0.1 0.7 0.2 0.877
C -1.71137 1.95053 1.55205 -0.6 -1.2 -0.5 0.289
H 2.96108 -1.94886 -3.57667 -0.5 -0.4 0.3 0.288
H 3.68870 -1.28162 -2.09017 -0.3 0.2 -0.8 -0.628
H 2.83666 -0.26836 -3.32871 -0.2 0.7 0.1 0.140
H 2.31920 -2.61270 -0.53865 0.0 0.2 0.8 -0.532
H 1.89862 -3.34808 -2.01743 -0.4 -0.4 -0.4 0.374
H 0.02921 -3.56638 -0.19666 0.1 -0.2 0.1 0.374
H -0.55096 -3.05286 -1.74012 0.6 0.3 -0.1 -1.010
H -0.31092 -0.82221 -0.85882 -0.4 0.6 -0.5 -0.782
H 1.14912 -0.89849 0.78588 -0.4 -0.1 0.2 -0.845
H 0.20173 -2.18069 1.53963 0.0 -0.2 0.6 0.727
H -0.34372 -0.14415 2.80311 -0.1 0.4 -0.2 -0.207
H -1.71816 -0.62582 1.72148 0.3 0.3 0.5 -0.696
H -1.80669 2.86813 0.94183 0.6 -0.6 0.1 -0.556
H -1.50668 2.20197 2.58153 0.1 0.3 0.4 0.026
H -2.71117 1.43790 1.50751 0.7 0.4 0.1 -0.288
C -3.73361 -1.50769 -5.52925 0.4 -1.2 0.6 -0.416
O -2.41023 -1.05830 -5.48206 0.3 0.4 0.4 -0.460
C -1.53072 -1.95904 -4.84023 0.5 0.8 0.1 -0.738
C -0.11507 -1.39537 -4.93108 0.3 -0.1 0.1 0.188
N 0.25116 -1.25234 -6.30889 0.4 -0.2 -2.2 0.015
C 1.53274 -0.61771 -6.73884 -1.5 -0.3 2.6 0.516
C 1.76936 -0.76172 -8.18168 -0.6 0.9 -1.0 -1.013
O 1.77016 -2.07374 -8.65970 0.1 -0.7 0.0 -0.443
C 2.85884 -2.86742 -8.16950 0.0 1.5 -0.9 -0.568
H -3.99374 -1.95428 -4.53281 -0.3 0.5 -0.6 -0.152
H -3.76596 -2.34186 -6.26125 -0.5 0.4 0.1 0.331
H -4.38802 -0.66455 -5.77401 0.1 -0.4 -0.1 0.321
H -1.57834 -2.94311 -5.29194 0.0 -0.5 -0.5 0.972
H -1.77508 -2.12164 -3.78210 -0.3 0.2 0.1 0.083
H 0.56486 -2.05546 -4.36051 -0.2 0.1 0.0 -0.350
H -0.08868 -0.40648 -4.44505 0.0 -0.2 -0.2 0.114
H 0.10340 -2.11763 -6.86291 0.2 0.8 0.7 0.351
H 2.36452 -1.09334 -6.20772 0.3 0.3 0.3 -0.350
H 1.49703 0.46675 -6.46664 0.2 -0.8 -0.2 0.079
H 2.68072 -0.24006 -8.37879 1.3 0.1 -0.3 0.478
H 1.06790 -0.16309 -8.77357 -0.5 -0.5 0.1 0.346
H 3.79181 -2.38793 -8.44266 0.5 0.7 0.4 0.374
H 2.92757 -3.71322 -8.81333 -0.6 -1.3 0.2 0.357
H 2.81960 -3.00179 -7.09696 -0.1 -0.6 0.2 0.096
C -3.49149 2.43350 7.39610 0.2 0.3 -0.2 -0.990
O -2.17172 2.64678 6.89041 -0.9 0.7 0.4 0.081
C -1.98028 4.01134 6.49507 0.1 -1.2 -0.1 -0.926
C -0.54020 4.16080 6.16806 0.2 0.5 -0.8 -0.631
N -0.12528 3.30726 5.02732 1.2 1.1 0.6 0.872
C 1.35308 3.43636 4.87817 -0.9 0.0 -0.5 -1.341
C 1.92560 2.32107 4.07440 0.1 -0.1 -0.2 0.588
O 1.70818 1.06761 4.70431 0.3 -0.5 -0.6 0.196
C 2.30884 0.02104 3.91660 -0.2 0.8 0.6 -0.546
H -4.25276 2.78814 6.69011 0.1 -0.4 -0.1 0.401
H -3.71040 2.92596 8.34745 0.5 0.4 0.1 0.288
H -3.57784 1.38339 7.60288 -0.2 -0.6 -0.3 0.209
H -2.27048 4.70190 7.28394 -0.1 0.1 0.2 0.486
H -2.53415 4.23638 5.58311 -0.5 -0.1 0.0 0.303
H 0.06217 3.95785 7.04665 0.3 0.0 0.4 0.273
H -0.44619 5.23062 5.91941 0.5 -0.3 -0.2 0.387
H -0.22362 2.35918 5.33297 -0.6 -0.7 0.2 -0.358
H 1.88381 3.44476 5.82588 -0.1 0.1 0.5 0.039
H 1.63452 4.33629 4.33496 -0.2 0.3 0.1 0.421
H 2.98642 2.54734 3.99805 0.5 -0.2 -0.1 0.270
H 1.53344 2.30827 3.05100 -0.2 -0.1 0.0 -0.448
H 2.00334 -0.93006 4.33099 -0.2 -0.2 0.0 0.265
H 3.39517 0.07759 3.97915 0.2 0.1 0.0 0.159
H 2.01956 0.13775 2.86956 -0.1 -0.2 0.0 0.044
C -3.24516 -4.19469 1.75635 -0.5 -0.2 0.5 -0.585
C -3.99143 -4.79366 0.58322 -0.9 -0.5 0.1 1.051
O -4.67683 -5.96957 1.13418 1.1 0.8 0.5 -0.710
H -2.98072 -3.12923 1.64482 0.0 -0.6 -0.2 -0.477
H -2.38011 -4.81914 2.05377 -0.3 0.4 -0.2 0.212
H -4.00246 -4.28285 2.54843 0.5 0.3 0.3 0.453
H -3.32806 -5.07303 -0.23777 -0.1 0.0 -0.1 -0.656
H -4.78791 -4.12558 0.21693 0.5 0.0 0.0 0.380
H -5.14074 -6.43008 0.45224 -0.4 -0.3 -0.8 0.347
C -4.46605 -0.67231 -0.05463 -0.9 0.3 0.2 0.088
C -4.18176 -1.45520 -1.26383 1.0 -0.1 -1.5 -0.420
O -3.21989 -2.46604 -0.96067 0.7 0.4 0.1 0.684
H -5.31365 0.00193 -0.26483 0.4 -0.1 0.5 0.666
H -3.57775 -0.17830 0.33848 -0.1 0.3 -0.1 -0.748
H -4.75073 -1.44241 0.63669 -0.5 0.0 1.0 -0.532
H -3.82336 -0.80795 -2.08895 0.0 -0.3 0.1 -0.382
H -5.05461 -1.97284 -1.63508 -0.4 -0.1 0.0 0.597
H -2.45435 -2.03170 -0.49846 -0.1 -0.3 -0.4 -0.859
C -3.23893 -6.16684 -4.09421 0.0 1.6 0.6 -1.640
C -3.44835 -4.87969 -3.27293 -0.6 -1.0 0.7 0.236
O -2.27890 -4.42158 -2.59218 -0.3 -0.1 -0.8 1.705
H -3.02516 -6.97243 -3.42418 0.3 -0.7 0.1 0.314
H -2.41597 -5.95242 -4.76221 0.3 -0.4 -0.4 0.296
H -4.15272 -6.34802 -4.66457 0.2 -0.1 0.0 0.444
H -4.19498 -5.11148 -2.48849 -0.1 0.3 -0.4 0.221
H -3.86171 -4.16267 -3.97355 0.0 0.6 0.1 0.027
H -2.55088 -3.62459 -2.07675 -0.1 -0.3 0.0 -0.609
C 4.17646 2.38175 -2.48574 0.1 0.1 -0.4 -0.033
C 4.48931 2.30115 -3.95740 0.3 -0.1 -1.7 -0.785
O 3.58136 1.53108 -4.81053 0.2 0.8 1.3 -0.393
H 3.27121 2.94395 -2.26299 -0.1 0.1 -0.1 -0.060
H 5.02044 2.91331 -2.02585 -0.2 -0.2 0.2 0.414
H 4.08095 1.37264 -2.10334 0.1 -0.1 0.4 -0.001
H 5.43254 1.78543 -4.12791 0.1 0.0 0.3 0.333
H 4.63910 3.29866 -4.41583 -0.3 -0.2 0.3 0.372
H 2.70351 1.86513 -4.59179 -0.2 -0.1 -0.3 0.249
C 3.86004 -0.25784 0.65730 0.3 -0.1 1.3 0.619
C 4.96180 0.53712 1.31657 1.5 -0.2 0.0 -0.856
O 6.25675 -0.09683 0.97180 -0.9 0.9 0.2 -0.572
H 2.89969 0.26076 0.65473 0.1 -0.1 0.2 -0.448
H 3.81906 -1.23054 1.16538 -0.5 0.3 -0.1 0.007
H 4.14003 -0.45244 -0.34344 0.3 -0.1 -1.1 0.395
H 4.93966 0.53862 2.41719 -0.5 0.1 -0.3 0.225
H 4.98059 1.57651 0.97279 -0.1 -0.1 -0.1 0.265
H 6.92924 0.52127 1.30182 -0.2 -0.4 -0.2 0.354
C 1.72673 -6.36918 -2.88222 0.9 -0.3 -0.8 -0.799
C 0.34858 -5.86391 -3.13873 -0.5 -0.2 0.4 0.135
O 0.35841 -4.54038 -3.65460 -0.1 -0.3 -0.3 -0.143
H 2.20536 -5.80678 -2.08766 0.3 0.0 0.1 -0.303
H 2.32795 -6.28077 -3.81850 -0.3 0.0 0.7 0.145
H 1.70680 -7.44108 -2.62877 -0.1 0.4 0.1 0.569
H -0.24076 -5.87168 -2.21152 0.0 -0.1 -0.1 -0.017
H -0.10923 -6.56868 -3.83542 -0.4 0.1 -0.2 0.359
H -0.58637 -4.31788 -3.73615 0.3 0.2 0.2 -0.260
```
Positions in Å, forces in eV/Å.

Properties
highest occupied orbital energy: -7.8 eV
charge: 0
LUMO level: 0.29 eV
energy above the lowest of the compared OMol25 structures with the same formula, charge and spin: 14.0 kcal per mole
frontier orbital gap: 8.13 eV